No. 1
Below is a single CHF2NO3 molecule, with properties calculated with the ωB97M-V functional and the def2-TZVPD basis.

```
8
Properties=species:S:1:pos:R:3:forces:R:3
N -0.92886 -0.11524 -0.30662 9.333 -0.204 3.989
O -1.78460 -0.90004 -0.02524 -6.414 -4.803 1.443
H 1.06964 1.03093 -1.02903 0.607 -2.571 2.633
O -1.02467 0.77080 -1.11604 -1.670 5.291 -5.222
F 0.24980 0.55326 1.61533 0.635 -0.842 -1.166
C 0.44707 -0.19791 0.42876 -3.484 2.464 -0.122
O 1.40695 0.29099 -0.33290 -0.071 1.986 -2.081
F 0.56466 -1.43279 0.76574 1.065 -1.321 0.527
```
Positions in Å, forces in eV/Å.

Values from the calculation:
Energy above the lowest of the compared OMol25 structures with the same formula, charge and spin = 0.0 kJ/mol
HOMO (spin up / spin down) = -8.63 / -11.95 eV
Spin multiplicity = 3
Calculated total energy = -14113.89459 eV
Max |F| = 10.15 eV Å⁻¹
Lowest unoccupied orbital energy (spin up / spin down) = 0.440 / -4.105 eV

How positive or negative is each atom? The Löwdin charges in e answer that:
1 N -0.37
2 O 0.20
3 H 0.22
4 O 0.16
5 F 0.07
6 C -0.61
7 O 0.13
8 F 0.21

=====

No. 2
Below is C22H26N4O2RuS3Si as an isolated structure, with properties calculated with the ωB97M-V functional and the def2-TZVPD basis.

```
59
Properties=species:S:1:pos:R:3:forces:R:3
H 3.87911 -2.24025 0.68374 -0.011 -0.019 0.005
H -0.88507 5.18857 -1.57201 -0.023 0.067 -0.042
H -3.01719 1.88976 0.75397 -0.003 0.043 0.058
N -0.98226 -2.58111 -0.91621 -0.248 0.117 -0.162
H -2.27109 -2.14262 3.35934 0.033 0.122 0.018
H -4.68962 3.46463 1.63392 0.011 -0.012 -0.002
C 2.84305 -2.27509 0.38218 0.064 0.189 -0.205
C 1.32263 3.07468 -0.21837 -0.614 0.548 -0.366
C -3.16519 -2.14097 -2.22814 0.236 0.094 0.038
H 0.45156 0.88004 3.19717 -0.043 -0.020 -0.017
C -3.32161 1.81791 1.79130 -0.089 -0.009 -0.009
S 1.46049 1.55269 0.55739 -1.729 -1.569 -0.320
H -0.33968 -0.33325 4.22284 -0.020 -0.059 -0.018
H -3.23745 -3.55708 -3.81169 -0.038 0.001 -0.005
H -4.38402 1.61759 5.48282 0.018 -0.010 -0.005
C 0.13891 4.81943 -1.58078 0.052 -0.147 0.050
H -7.76277 -2.78026 -2.91071 -0.051 0.044 -0.034
C -3.87952 -1.38814 -1.30645 -0.026 -0.027 -0.001
H 2.97785 4.18911 -1.05293 0.041 -0.001 0.017
C -5.93349 -2.33568 -2.13576 0.083 -0.033 -0.083
C -3.82194 -2.98819 -3.09993 0.132 -0.023 -0.035
H -5.36897 3.34989 4.01567 -0.011 -0.019 -0.002
H -2.89524 -2.34502 1.71056 0.005 0.008 0.014
C -2.01373 -2.07929 2.29913 0.090 0.197 -0.680
C -2.73630 0.84373 2.60202 0.194 0.027 -0.612
H -5.72271 -3.74330 -3.74578 0.001 -0.016 0.016
C 2.53778 3.96463 -0.07788 -0.171 -0.041 -0.004
O -0.91791 -2.70733 -3.43804 -0.035 0.131 -0.080
C 0.20799 3.47353 -0.89878 0.796 0.096 0.572
N 0.68951 -3.30152 0.50086 -0.072 -0.151 0.156
C -5.25579 -1.48864 -1.25512 0.014 0.014 0.001
N 1.03583 -1.38024 -0.87135 -0.849 -0.255 0.364
C -4.26307 2.71120 2.28656 -0.055 0.004 0.057
H -7.79598 -1.67715 -1.64496 -0.047 0.039 -0.036
Si -1.36489 -0.32208 1.90610 0.558 0.425 0.755
C -4.08764 1.67768 4.44145 -0.026 -0.008 0.033
S -1.19407 2.50495 -1.07375 -0.127 -2.138 0.530
H 0.45707 4.73118 -2.62347 -0.028 0.056 -0.033
H 2.90044 -0.53092 -0.88545 -0.032 0.029 0.076
N -7.32211 -2.45769 -2.06643 0.045 -0.100 0.094
C 2.30915 -1.34560 -0.48599 0.282 -0.014 0.207
C -4.64665 2.64610 3.61830 0.007 0.033 -0.027
H 2.24438 -3.92507 1.64928 0.087 0.033 0.001
S -1.40319 -1.94031 -2.31599 -0.405 -0.882 0.062
H 0.78232 5.55291 -1.09395 -0.030 0.025 -0.003
H 3.28219 3.45995 0.53391 0.106 0.058 -0.005
C -3.14748 0.79163 3.93416 0.058 -0.145 0.080
H -2.72117 0.04430 4.59689 -0.001 0.022 0.009
C 0.03559 -0.12807 3.21502 -0.226 -0.042 -0.284
H -3.34630 -0.72265 -0.63525 -0.081 0.025 0.024
H 0.85241 -0.82692 3.00716 -0.012 0.001 -0.012
H 2.28370 4.91353 0.40122 0.044 0.010 0.015
C 1.94433 -3.20776 0.88990 -0.292 -0.071 -0.065
H -1.24018 -2.81592 2.07255 -0.040 -0.028 0.041
O -1.20097 -0.48638 -2.42628 0.066 0.096 0.721
H -5.81628 -0.90115 -0.53671 0.016 -0.005 0.012
C -5.20270 -3.08725 -3.05680 -0.076 0.073 0.062
C 0.26069 -2.41912 -0.43020 0.400 0.083 -0.239
Ru -0.51621 0.20689 -0.29327 2.073 3.132 -0.701
```
Positions in Å, forces in eV/Å.

Values from the calculation:
Net charge = -1
Energy above the lowest of the compared OMol25 structures with the same formula, charge and spin = 293.9 kJ/mol
HOMO (spin up / spin down) = -3.85 / -3.99 eV
Spin multiplicity = 2
Calculated total energy = -76258.45584 eV
Max |F| = 3.82 eV Å⁻¹
Lowest unoccupied orbital energy (spin up / spin down) = 2.605 / 1.977 eV

How positive or negative is each atom? The Löwdin charges in e answer that:
1 H 0.09
2 H 0.05
3 H 0.01
4 N -0.10
5 H 0.02
6 H 0.10
7 C -0.07
8 C -0.80
9 C -0.29
10 H -0.02
11 C -0.13
12 S 0.67
13 H 0.01
14 H 0.11
15 H 0.09
16 C -0.15
17 H 0.08
18 C -0.06
19 H 0.08
20 C -0.33
21 C -0.06
22 H 0.09
23 H 0.01
24 C -0.22
25 C -0.28
26 H 0.10
27 C -0.16
28 O -0.32
29 C -0.82
30 N 0.12
31 C -0.02
32 N 0.00
33 C -0.10
34 H 0.08
35 Si 0.52
36 C -0.11
37 S 0.63
38 H 0.08
39 H 0.09
40 N 0.08
41 C -0.19
42 C -0.12
43 H 0.10
44 S 0.59
45 H 0.06
46 H 0.04
47 C -0.12
48 H 0.09
49 C -0.26
50 H 0.09
51 H 0.01
52 H 0.07
53 C -0.14
54 H 0.00
55 O -0.43
56 H 0.11
57 C -0.04
58 C -0.53
59 Ru 0.58

=====

No. 3
Below is a single ClH3N2S molecule, with properties calculated with the ωB97M-V functional and the def2-TZVPD basis.

```
7
Properties=species:S:1:pos:R:3:forces:R:3
H 0.27287 0.12689 1.15007 0.018 -0.318 -1.286
N 0.58571 -0.56422 0.44526 0.349 -2.183 -0.115
Cl 1.97747 0.21074 -2.26531 -0.600 -0.444 0.407
S 0.06246 -0.34980 -1.15253 0.612 2.334 3.116
H 0.51409 -1.53589 0.78825 0.276 0.792 -0.421
H -1.08725 1.46969 -1.56263 1.190 -1.028 1.618
N -0.57844 1.00255 -0.72308 -1.846 0.847 -3.319
```
Positions in Å, forces in eV/Å.

Values from the calculation:
Energy above the lowest of the compared OMol25 structures with the same formula, charge and spin = 28.3 kJ/mol
HOMO = -9.62 eV
Spin multiplicity = 1
Calculated total energy = -26384.81080 eV
Max |F| = 3.94 eV Å⁻¹
Lowest unoccupied orbital energy = -0.331 eV

How positive or negative is each atom? The Löwdin charges in e answer that:
1 H 0.07
2 N -0.29
3 Cl -0.06
4 S 0.60
5 H 0.05
6 H 0.04
7 N -0.41